[1]
The following is a quantum chemistry calculation of an isolated molecule of C6H9FS, from the OMol25 dataset.

- Calculated total energy: -731.9961 Ha
- Total charge: 0
- Gap between HOMO and LUMO: 0.2794 Ha
- SMILES: CC/C=C(/C=S)CF
- LUMO: -1.00 eV

```
17
Properties=species:S:1:pos:R:3:forces:R:3
C -1.1254 0.0431 0.2674 1.5 -2.7 -2.2
H -1.2172 -2.2379 -0.2584 0.6 1.5 -0.8
S -2.4949 1.7576 1.8422 0.0 -0.6 -0.6
H -3.2915 0.2255 0.3125 0.4 -0.3 -0.3
H 1.9413 -0.3084 1.3919 -0.9 -0.4 0.3
C 1.3545 -0.2272 0.4718 -0.3 1.6 -1.4
H 1.9624 0.5566 -1.4926 -0.3 0.1 0.0
H 2.5802 1.4908 -0.1158 -0.1 0.1 0.1
H 1.0426 -1.1221 -0.0140 0.6 -1.3 0.2
C 2.3061 0.4982 -0.4641 1.2 -0.5 -0.5
C -1.2991 -1.1852 -0.7138 -0.9 0.5 0.8
C 0.0867 0.5459 0.5464 -0.1 0.0 1.6
F -0.5144 -0.9609 -1.8558 0.2 -0.7 0.7
H 0.1077 1.5403 0.9766 0.0 0.1 0.2
H -2.3339 -1.0914 -1.0864 0.3 -0.3 0.2
C -2.3303 0.5770 0.6907 -2.2 2.7 1.9
H 3.2249 -0.1018 -0.4985 0.0 0.3 -0.1
```
Positions in Å, forces in eV/Å.

[2]
The following is a quantum chemistry calculation of a structure of composition C31H37BeNO5SSi, from the OMol25 dataset.

- Calculated total energy: -2337.0324 Ha
- Total charge: -2
- Gap between HOMO and LUMO: 0.1915 Ha
- LUMO: 4.04 eV

```
77
Properties=species:S:1:pos:R:3:forces:R:3
H -0.0664 0.4104 -3.4884 0.0 -0.1 -0.1
C -1.2185 3.1463 -1.7563 0.0 -0.4 0.1
C -0.4380 -2.5354 1.7222 0.2 0.8 1.7
C 2.3381 -1.4624 -2.0038 0.1 0.0 -0.5
H -2.2155 2.1347 0.7916 -0.1 0.1 -0.2
H 1.6947 2.9092 1.2550 0.0 0.0 0.0
H 2.5310 4.2371 2.0634 0.1 0.1 0.0
H 4.6503 1.1691 2.6582 0.1 -0.1 0.1
C -3.1680 -0.7749 -2.5331 0.1 0.1 0.1
C 0.7125 -0.4064 4.7282 0.0 0.0 0.1
H -4.0868 1.5553 -0.1739 0.0 0.1 0.1
C 2.8263 2.3021 2.9976 0.1 0.2 0.0
H -2.9150 -1.9860 -0.1192 0.0 -0.2 0.0
C -1.5105 1.3096 0.8867 0.2 -0.4 -0.3
H -0.5805 1.7171 1.2666 0.3 0.1 0.2
C 0.9318 1.9791 -1.4305 -0.2 -0.1 0.1
Si -1.2063 0.3097 -0.7603 -0.4 0.6 0.1
H 3.8881 2.2604 4.8895 0.1 0.0 0.1
H 4.6687 2.8052 1.9792 0.1 0.1 0.0
C 0.7637 -0.7909 2.3452 0.1 0.3 1.3
H -1.8977 0.6443 1.6507 -0.1 -0.2 0.3
C 3.3079 2.9612 4.2930 -0.1 -0.2 -0.2
C -0.7423 -3.1367 -0.5695 -0.1 0.2 0.3
C -1.0510 -3.4117 0.7865 -0.4 -0.9 -1.0
H -4.1461 -1.2421 -2.6849 -0.2 -0.1 0.0
C -3.5546 -1.1098 -0.1149 0.2 0.1 0.0
H 1.0586 3.5425 2.7692 -0.1 0.1 0.0
C -2.5750 -5.1717 0.2197 -0.3 -0.3 0.0
O 1.6960 -1.5944 -5.5022 0.4 0.0 0.9
H -3.8242 1.8052 -1.9009 0.0 0.2 -0.1
H 0.0811 2.1094 -3.9401 0.1 0.2 -0.1
H 2.4623 3.3146 4.8788 -0.1 0.1 0.2
C -2.2745 -4.9615 -1.1225 -0.1 -0.1 0.0
H -1.1657 -3.8282 -2.5405 0.0 0.1 -0.2
N 0.3055 -1.5687 1.3506 -0.1 -0.5 -0.9
H -2.7590 -5.5720 -1.8776 0.0 0.0 0.0
H -2.2328 3.1040 -2.1486 -0.1 0.1 0.0
C 3.7110 -1.3802 -2.4944 0.9 0.1 0.9
H 0.9510 2.3390 -0.4047 0.1 0.0 0.1
H -0.6730 3.9059 -2.3253 0.1 0.1 -0.1
H 0.3848 -0.6614 5.7247 0.0 0.0 0.1
S -0.6927 -2.5667 3.5310 0.1 0.0 -0.7
H 3.9364 3.8187 4.0577 0.1 0.1 0.0
H 3.7574 1.5219 1.1874 0.0 0.0 -0.1
H 1.8618 0.5397 1.1514 0.1 0.1 -0.2
C 1.5787 0.3146 2.1650 -0.1 -0.2 0.1
Be 0.1300 -1.6208 -1.0610 -0.1 0.0 0.2
H -4.5836 -1.4284 -0.3091 -0.2 0.0 -0.1
H 1.7981 1.2772 5.3971 0.1 0.1 0.0
C 1.5263 0.6991 4.5259 0.0 0.0 0.2
H -3.0180 -0.0413 -3.3213 0.0 0.0 -0.2
H -1.5078 1.3715 -3.7623 -0.1 0.0 -0.1
C 1.4427 -1.6012 -3.0917 0.3 0.0 -0.1
C -0.5167 1.7887 -1.8791 -0.2 0.0 -0.2
H -3.3077 -5.9177 0.5088 0.0 0.0 0.0
H -2.1652 -4.5532 2.2317 -0.1 -0.1 0.0
O 4.7637 -1.2861 -1.8507 -0.8 0.0 -0.5
C 1.9709 1.0719 3.2551 0.1 0.0 -0.1
H 1.4513 2.7093 -2.0587 0.0 0.1 -0.1
C 0.3290 -1.1612 3.6385 0.0 0.0 -0.4
C -1.3802 -3.9730 -1.4905 0.1 -0.1 -0.1
H -5.0903 0.7086 -1.3514 -0.2 -0.1 0.0
H 1.4790 1.0419 -1.4694 0.2 -0.1 0.0
O 0.2045 -1.7081 -2.8366 0.0 -0.1 0.2
C -1.9474 -4.4114 1.1781 0.3 0.4 0.2
H -3.5212 -0.6781 0.8836 0.0 0.0 0.2
C -4.0764 1.0662 -1.1454 0.3 -0.1 0.0
C -0.5006 1.3939 -3.3514 0.0 0.0 0.0
O 1.8338 -1.4250 -0.8364 0.0 0.0 0.0
O 4.5423 -1.4077 -4.7848 -1.0 0.0 0.9
H -1.2624 3.4720 -0.7200 -0.1 0.1 0.2
C 2.1591 -1.5556 -4.3558 -0.8 0.0 -1.1
H -2.3948 -1.5311 -2.6263 0.1 -0.2 -0.2
C 1.9732 3.3151 2.2230 0.1 -0.1 0.1
C -3.0893 -0.1035 -1.1662 -0.1 0.2 -0.2
C 3.6009 -1.4407 -3.9862 1.3 0.0 -1.1
C 4.0510 1.9240 2.1523 -0.2 0.0 0.1
```
Positions in Å, forces in eV/Å.

[3]
The following is a quantum chemistry calculation of an isolated molecule of C4H7NO, from the OMol25 dataset.

- Calculated total energy: -286.4889 Ha
- Total charge: 0
- Gap between HOMO and LUMO: 0.3697 Ha
- SMILES: C=C=NCOC
- LUMO: 0.89 eV

```
13
Properties=species:S:1:pos:R:3:forces:R:3
C -2.0572 -0.2059 0.0362 0.5 0.3 0.0
C 2.0901 0.9532 -0.5406 0.0 0.2 -0.2
H -2.0077 -2.2277 -0.4812 -0.3 0.1 0.0
H 1.8715 1.5982 -1.3888 0.1 0.0 -0.2
O 1.1093 1.1540 0.4641 -0.5 0.5 -0.1
C -0.0230 0.3860 0.3712 -0.1 -0.3 0.1
H -0.2666 0.0575 1.3779 0.3 -0.2 0.0
H 3.0617 1.2236 -0.1187 -0.2 0.0 0.0
N -1.5030 0.8860 -0.0882 0.6 -0.7 0.2
H -2.3674 -1.8345 1.3091 -0.3 0.1 -0.2
H 2.1460 -0.0935 -0.8769 -0.2 0.2 0.2
H 0.1245 -0.4044 -0.3617 0.3 -0.3 0.3
C -2.1782 -1.4923 0.2976 -0.3 0.1 -0.1
```
Positions in Å, forces in eV/Å.

[4]
The following is a quantum chemistry calculation of a structure of composition C19H18AlNOS, from the OMol25 dataset.

- Calculated total energy: -1505.2982 Ha
- Total charge: 0
- Gap between HOMO and LUMO (spin up / spin down): 0.2623 / 0.1825 Ha
- LUMO (spin up / spin down): -0.76 / -2.34 eV

```
41
Properties=species:S:1:pos:R:3:forces:R:3
H 2.3665 2.8048 2.1510 -0.2 -0.5 0.0
H 0.8693 2.8235 4.3631 -0.2 -0.3 -0.4
H 1.6721 -0.7402 -6.3611 -0.2 0.2 0.2
C 0.5082 2.6132 3.3528 -0.6 0.2 0.2
O -0.4231 -0.1536 -0.1552 -0.1 0.2 0.9
S -1.6527 -0.1555 3.3375 -0.1 -1.3 0.1
C 0.4766 2.2435 1.0710 0.1 0.7 0.6
C -0.7908 -2.9142 1.8195 0.9 0.2 -0.9
C -0.6014 -0.0238 4.6349 1.9 0.2 2.6
C -0.8455 2.4099 2.9980 0.8 1.9 -1.7
C 1.1044 -0.2345 -5.5771 0.0 0.2 0.0
H -0.3161 2.7969 -4.8684 0.1 -0.3 0.1
H -1.7070 -3.2623 1.3521 0.2 0.2 0.2
C 1.3089 2.5506 2.2022 -0.4 -0.5 -0.3
H -1.8946 -1.4231 -0.8625 -0.1 0.4 -0.1
H -1.2666 -2.9621 4.0148 0.3 -0.1 -0.2
H 0.5419 -2.6151 0.0509 -0.1 0.1 0.5
Al -0.2615 0.2711 1.5213 -0.3 0.0 -1.2
C -0.9057 2.2354 1.5558 0.3 1.0 1.2
H -1.7927 2.3989 0.9403 0.3 -0.4 0.1
C 0.3923 -2.5527 1.1289 -2.0 -1.1 0.2
H -0.8479 1.6173 -2.7421 0.1 -0.1 -0.3
C 0.6871 1.0975 -5.7575 0.0 -0.2 0.1
H 1.0938 -1.9490 -4.2645 -0.1 0.3 -0.1
C 0.8137 -2.3875 3.3841 1.6 0.6 -1.1
C -0.5528 -2.7666 3.2210 -0.2 -0.6 -0.9
C -0.4277 -1.0625 -2.3230 0.1 -0.7 0.5
H 0.7696 2.3189 0.0206 -0.1 -0.2 0.5
H 2.4259 -1.9359 1.8956 -0.3 -0.1 0.1
C -0.0113 1.7559 -4.7313 0.1 0.0 0.1
H 1.3253 -2.2821 4.3371 -0.2 0.2 -0.3
C -1.2706 -0.5790 -1.2069 0.1 -0.4 0.4
C 1.3951 -2.2164 2.1004 -0.3 0.4 2.3
C 0.7890 -0.9099 -4.4143 -0.2 0.1 0.1
H -1.9019 0.2496 -1.5497 -0.1 -0.1 0.3
C -0.3218 1.1035 -3.5489 0.0 -0.7 -0.1
H 0.9093 1.6171 -6.6908 -0.1 -0.1 0.3
C 0.0063 -0.2951 -3.3826 0.4 0.9 -1.1
H -1.7140 2.5519 3.6398 0.4 -0.3 -0.2
N 0.1133 0.0505 5.5730 -1.9 -0.2 -2.3
H -0.0628 -2.0889 -2.2300 -0.1 0.3 -0.2
```
Positions in Å, forces in eV/Å.

[5]
The following is a quantum chemistry calculation of a cluster of 5 separate species, C19H35N3O6S2 in total, from the OMol25 dataset.

- Calculated total energy: -2156.8824 Ha
- Total charge: 0
- Gap between HOMO and LUMO: 0.3500 Ha
- SMILES: CC[C@@](C#N)([C@](N)(S)C#N)S(C)(=O)=O.CC(C)=O.CC(C)=O.CC(C)=O.CC(C)=O
- LUMO: 0.41 eV

```
65
Properties=species:S:1:pos:R:3:forces:R:3
C 1.4563 1.1307 1.6085 0.0 -0.2 -0.4
H 1.8020 0.9366 0.5901 -0.1 0.0 0.1
H 6.0006 1.1667 2.2387 0.2 0.1 0.1
O -2.3512 -3.8238 -0.9836 0.3 0.0 -3.7
S -3.8341 -0.9911 -1.7968 -0.5 -0.1 -0.5
H -3.1205 -3.4382 1.9871 -0.1 0.1 0.1
H -3.8422 -2.1068 -4.7272 1.9 -0.5 0.3
O -3.6140 -0.9895 1.9274 -0.3 -0.3 0.4
H -6.1271 -1.6836 3.5656 0.1 -0.1 0.2
S -2.6232 -3.9384 -2.4594 -4.1 -2.0 3.5
C -1.8539 -5.5543 -3.0532 0.4 0.0 0.2
C 5.1167 3.4167 3.7404 -0.3 0.1 0.1
C 3.3270 4.0027 -0.0790 0.2 -0.3 0.3
H -1.6959 -1.1144 -0.5336 0.7 -0.2 -0.8
H 4.2854 4.0186 4.1152 0.1 -0.1 0.0
H 3.5089 3.1543 0.5847 0.0 0.1 -0.1
C -5.1591 -1.2029 3.7225 0.0 0.4 -0.1
H -4.7674 -3.7724 2.5588 0.0 0.0 0.2
N -1.1461 -1.0729 -1.4124 -0.8 0.7 -1.3
C 4.4121 6.2125 -0.8262 0.4 0.2 0.1
C 5.7510 0.9668 3.2831 -0.2 -0.4 0.0
H -1.3627 -5.3742 -4.0683 -0.6 -0.5 1.5
H -1.1242 -5.8805 -2.2314 -0.8 0.8 -1.4
C -4.1586 -1.7283 2.7272 0.4 0.3 -0.5
H -1.9033 -2.4065 -7.0044 -0.1 0.9 1.8
O 3.6339 1.6046 4.1606 0.5 0.1 -0.3
H -1.0200 -1.2608 -5.7897 -1.4 -0.8 -0.4
C -2.7595 -2.4826 -4.8411 0.3 -1.1 -1.0
C -3.8574 -3.2028 2.7587 0.3 0.0 -0.3
H 2.0714 0.5547 2.3029 0.0 0.3 0.1
H -4.8049 -1.3883 4.7389 -0.2 -0.2 0.0
H -2.7320 -0.8839 -6.3972 1.4 -1.3 0.5
C -2.0218 -1.7384 -6.0659 -0.8 0.9 -0.5
C 4.4770 4.9691 0.0196 0.5 -0.1 0.4
H -3.7192 0.0554 -0.8902 0.7 -0.7 -0.9
N 0.8038 -3.0190 -3.7184 -5.5 1.0 0.3
H -2.8624 -3.5944 -5.1564 0.1 1.8 0.7
C 0.0158 0.7144 1.7337 -0.3 -0.2 -0.5
H 2.4009 4.4943 0.2272 0.0 0.0 -0.2
O -0.5912 0.2420 0.7886 0.4 0.5 0.7
C -0.6468 0.9036 3.0713 -0.4 -0.2 -0.1
H -0.7421 -0.1167 -1.4323 -0.2 -1.1 0.3
N -1.7713 1.1941 -4.0981 -0.6 -4.6 3.6
H 5.3379 3.7246 2.7157 0.2 0.0 0.1
C -0.3714 -2.7921 -3.6344 2.3 -0.1 0.0
H -0.6429 1.9618 3.3416 0.2 -0.1 0.1
H 4.3720 5.9413 -1.8833 -0.2 0.1 0.0
C 4.7303 1.9630 3.7655 -0.6 -0.1 0.3
H 1.5534 2.1989 1.8136 0.1 -0.1 0.3
C -2.1160 -1.1376 -2.5790 0.7 2.5 1.6
H 5.9853 3.5816 4.3819 0.1 0.0 -0.2
O -4.1161 -4.0931 -2.7551 4.1 0.9 -0.1
H -1.6826 0.5602 3.0137 0.1 0.0 -0.1
H 5.3365 -0.0413 3.3574 0.0 0.1 0.0
C -1.8985 0.2248 -3.3945 0.2 1.6 -3.0
H 5.3065 6.8151 -0.6531 -0.1 -0.1 0.0
H 3.5344 6.8023 -0.5532 -0.1 -0.1 -0.2
H -2.6949 -6.3342 -3.0692 1.0 1.6 -0.2
H 6.6476 1.0231 3.9039 0.1 0.1 -0.2
C -1.9479 -2.4722 -3.4570 1.2 0.1 -0.7
H 3.2384 3.6332 -1.1029 -0.2 0.1 0.0
H -3.4450 -3.4772 3.7323 -0.2 -0.1 0.0
O 5.4237 4.7530 0.7555 -0.5 0.1 -0.4
H -5.2766 -0.1257 3.5837 0.0 -0.1 0.0
H -0.1249 0.3172 3.8307 0.1 0.2 0.1
```
Positions in Å, forces in eV/Å.

[6]
The following is a quantum chemistry calculation of a structure of composition C3HClF2OS, from the OMol25 dataset.

- Calculated total energy: -1248.1524 Ha
- Total charge: 0
- Gap between HOMO and LUMO: 0.3364 Ha
- LUMO: -0.78 eV

```
9
Properties=species:S:1:pos:R:3:forces:R:3
Cl -1.2889 0.2867 -2.4213 -0.8 -0.9 -1.7
C -0.3863 -0.6634 -1.3428 -0.5 3.6 1.3
H -0.9466 1.3820 2.0587 4.1 -1.3 0.1
O 1.5853 -1.2647 0.7789 -1.0 2.0 -0.4
F -0.4145 1.4403 -0.1707 -0.3 -1.1 -1.2
F -0.1263 -1.9058 -1.5193 0.1 -0.5 -0.3
C -0.0551 0.1334 -0.3041 1.5 -0.9 0.3
C 0.8884 -0.2584 0.7390 0.0 -1.5 1.7
S 0.7440 0.8500 2.1816 -3.1 0.7 0.1
```
Positions in Å, forces in eV/Å.

[7]
The following is a quantum chemistry calculation of a cluster of 8 separate species, C33H65N6O15 in total, from the OMol25 dataset.

- Calculated total energy: -2752.7451 Ha
- Total charge: +3
- Gap between HOMO and LUMO: 0.2740 Ha
- LUMO: -6.82 eV

```
119
Properties=species:S:1:pos:R:3:forces:R:3
H -0.5818 1.8595 7.4970 0.0 -0.5 0.2
H -2.3091 -4.1919 2.5972 -0.3 -0.1 0.4
C 2.2095 -3.0503 -4.0281 -1.5 0.5 -0.7
H 8.8647 3.5005 -7.5543 -0.8 0.1 0.0
H 2.2512 -2.2834 -1.3221 -0.2 -0.7 -0.1
C -5.0251 -4.8239 1.5721 0.6 -1.3 0.5
C -2.9317 -4.0785 0.5432 0.3 0.0 0.5
O -2.7229 -0.2419 -2.9521 0.2 0.6 -0.7
H -4.5580 -1.8234 0.1692 0.1 0.0 -0.3
C -6.4942 0.0294 4.0364 -0.7 -0.3 0.8
C -0.3329 2.0069 -3.4699 -0.4 0.0 -0.3
O 0.6128 -0.4411 2.9992 -0.3 -1.1 -0.6
C 0.3964 1.2167 -2.4915 0.5 -1.8 1.5
H 1.3927 3.2200 5.0873 0.2 0.4 0.1
C 0.5433 -1.0539 -1.5369 -1.0 0.7 0.1
H 0.4034 5.1811 4.0784 -0.3 -0.8 0.3
H 1.4856 1.1729 -2.6489 -0.2 0.4 -0.1
N 10.1256 4.8048 -6.5565 1.3 -0.6 1.2
O -5.2758 -0.3855 3.4677 0.7 0.9 0.4
H -4.9413 -0.4326 -3.4116 0.1 0.3 -0.6
C -4.3558 0.7383 3.4685 -0.9 -0.4 -0.6
C -2.0365 -4.3108 1.5705 0.5 0.0 -0.1
H -0.9594 -4.8907 -1.9832 1.0 0.6 -0.1
C -8.4858 -3.5629 1.8957 2.0 -2.3 -0.2
H 11.0198 1.2363 -2.9409 -1.0 0.1 -0.2
H 10.6489 7.0549 -5.1002 0.7 0.1 0.1
C -4.3563 -3.8690 0.8750 -0.1 1.8 -0.2
C -6.3197 -4.7269 1.9738 -0.1 0.4 -0.8
C 9.5325 2.0333 -3.8052 -3.2 2.8 -0.8
H 0.4573 0.4091 7.3649 0.2 -0.1 -0.1
H 0.0746 1.8738 -6.7257 0.1 0.1 0.5
C -3.5577 -0.6939 -2.1069 -0.9 -1.7 2.5
C -2.2384 -1.1090 4.7129 0.0 0.9 0.9
H -2.4875 4.7913 3.6988 0.6 0.5 -0.1
H -2.6892 1.2243 2.2458 -0.1 -0.9 -0.3
C -2.4656 -4.1582 -0.7625 0.1 0.1 -0.2
H -6.8104 -5.5332 2.4924 -0.3 0.1 0.1
H -6.9237 0.9671 3.6101 0.6 -0.4 0.3
H -3.2697 -0.5449 2.1487 0.1 -0.4 -0.8
H 0.1913 1.5822 -1.4826 0.2 0.1 0.0
H 0.3951 1.8229 5.2488 0.0 -0.6 0.0
H 0.0507 -4.9060 2.0465 -0.6 0.6 -0.3
C 1.6704 -1.8224 -2.1306 0.9 1.1 0.2
H 10.4874 4.0761 -5.8601 -0.5 0.0 -1.2
H -1.0943 -0.1862 3.2312 0.6 -0.4 -0.4
H -1.3944 1.9888 -3.1845 0.0 0.2 -0.4
H -3.1103 -4.0186 -1.6162 -0.1 0.0 0.0
H -1.7504 6.3776 3.6812 0.5 0.9 1.0
H -8.7921 -2.5642 1.9837 -0.4 1.3 0.0
C -3.0681 0.3136 2.7475 0.1 1.9 1.7
C -1.3376 -0.9406 5.9740 -0.2 -0.1 -1.2
O -4.8613 -0.7001 -2.4988 0.8 -0.2 0.8
C 9.6021 6.9221 -5.2415 -2.0 -0.7 0.5
O 8.1202 4.9950 -5.5639 -0.2 0.4 0.9
N -0.1357 -0.1642 -2.5359 0.3 -0.6 1.3
H 2.5727 -2.1624 -4.5968 -0.1 -0.5 0.6
O 9.9843 2.6941 -4.7098 2.4 -0.1 -1.0
O 1.5387 -2.4136 2.4249 -0.3 -0.2 -0.3
H 0.0321 3.0128 -3.4045 0.1 0.9 -0.3
O 1.1434 -2.6770 -3.1160 1.3 -0.2 -0.2
N -0.4605 4.6530 3.9704 -0.6 0.5 -0.2
C 1.0601 -5.0600 -0.2262 1.1 -1.5 -0.8
H 0.8661 -0.4315 -0.6916 0.0 -0.3 -0.1
H -0.3093 -1.2105 5.8110 0.6 -0.5 -0.5
C -0.5632 3.3125 4.1234 1.7 -0.4 -0.8
C -0.7047 -4.6099 1.3007 -0.2 -0.1 0.6
H 2.4210 -1.1296 -2.5591 -0.3 -0.1 -0.3
H 9.1341 5.0898 -8.3900 0.1 -0.2 -0.2
O 8.2274 2.2095 -3.5741 -0.1 -1.7 1.5
H -8.5917 -4.1251 2.8360 -0.3 0.4 -0.4
H -1.7297 -1.6586 6.7058 -0.1 0.6 0.5
N -6.9931 -3.6488 1.5714 -1.1 1.5 0.8
H -7.2013 -0.7523 3.8344 -0.5 -0.5 -0.3
C -5.0431 -2.6755 0.6232 0.3 -0.2 0.2
O -0.5014 -1.9771 1.7471 -0.3 0.2 0.0
H -1.7573 -0.2299 -2.5668 0.6 0.0 -0.4
C -1.5778 5.3673 3.4070 -2.0 -1.4 -0.2
H 2.1385 -2.0046 3.0377 0.8 0.3 0.5
C -1.1620 -4.4966 -0.9995 -0.6 -0.7 0.8
O -1.5121 2.6103 3.7608 -0.5 1.1 0.4
H -1.4502 2.4660 -6.0119 1.3 -0.2 0.6
C -0.3373 2.3043 -5.8031 -1.0 -0.4 0.1
H 1.2007 2.1730 3.6596 -0.7 0.2 0.9
H 0.0944 -0.5759 -3.4232 -0.1 0.0 -0.7
C 9.5652 4.2655 -7.8315 1.1 -1.9 0.1
H 9.2188 7.4544 -6.1251 0.4 0.5 0.2
C 9.1685 5.5412 -5.6349 -0.6 0.0 -1.3
H 10.9126 5.3754 -6.7937 0.7 0.6 0.0
N -0.3014 -4.7086 0.0478 -0.9 0.1 -0.8
H 1.2954 -6.1064 0.0356 -0.3 0.5 0.5
H -6.4694 0.0420 5.1538 0.3 0.5 -0.7
C -0.5717 0.7591 7.4265 -0.6 0.1 0.9
C 0.4746 -1.5410 2.3792 0.0 0.5 0.3
C -6.3623 -2.5956 0.9759 -0.5 -1.1 -0.5
O 10.0327 1.2915 -2.9121 2.4 -1.6 1.3
H 1.1198 -5.0926 -1.2933 0.5 0.4 -0.7
O -0.0713 1.4056 -4.7061 -0.6 0.5 -1.3
O -1.3192 0.4286 6.2879 -0.9 -0.2 -0.3
H -1.0728 0.2958 8.3057 0.5 0.5 -0.2
H 3.0142 -3.5318 -3.4943 0.3 -0.2 0.1
H -3.2822 -1.0287 5.0461 0.2 0.1 -0.2
O -3.2691 -1.1757 -0.9892 -0.4 1.1 -1.9
H -8.9163 -4.1110 1.0635 -0.7 0.2 0.1
H -1.6287 5.3929 2.3328 0.5 -0.3 -0.7
H -4.9367 1.5324 2.9864 0.6 0.1 -0.7
H -1.6831 0.8677 4.2219 -0.7 -0.2 -0.1
C 0.6825 2.5984 4.5625 0.7 0.1 -0.5
H -2.1151 -2.0796 4.2522 0.2 -0.1 -0.2
H -6.9552 -1.7803 0.5910 -0.3 0.1 0.5
H 8.9948 7.2268 -4.3579 0.6 -0.1 -0.7
H 1.8051 -4.3954 0.1966 -0.3 0.3 0.2
N -1.9778 -0.0122 3.7325 -0.3 0.0 0.3
H 10.3697 3.6345 -8.3495 -0.9 1.6 0.5
H 7.8994 2.8440 -4.1916 -0.3 0.7 -0.9
H 1.7068 -3.7043 -4.7468 0.5 -0.1 0.1
H -4.4721 -5.6907 1.8179 0.3 -1.0 0.4
H 0.1468 3.2396 -5.5177 -0.1 0.2 -0.6
H -4.2024 1.1970 4.4485 0.3 -0.6 0.4
H -0.1818 -1.7827 -1.1683 -0.1 0.2 0.2
```
Positions in Å, forces in eV/Å.